C29H24N3SbSe4SiTc | ωB97M-V with the def2-TZVPD basis set

The relative energy (zero: lowest compared OMol25 entry of this formula, charge and spin) comes out at 0.0 kcal/mol. As for the total charge: +3. The LUMO energy comes out at -11.37 eV. For the energy, the calculation gives -11499.0137 hartree. Its HOMO-LUMO gap is 5.026 eV.

Positions of all 63 atoms, in Å:
Tc -1.33726 -1.13850 0.52767
Se -3.23223 -4.37692 3.82037
Sb -2.94173 -2.13413 4.19403
Se -3.42499 -1.07472 1.17492
Se -0.05167 -1.54714 2.20264
Se -2.83318 -0.20171 5.42139
C -1.09453 -4.82158 -1.63306
C -1.46534 -3.82028 -0.76914
N -0.91295 -2.58639 -0.85402
C 0.03494 -2.35446 -1.76450
C 0.50695 -3.32483 -2.63070
C -0.10349 -4.57060 -2.58003
C 1.56864 -3.01417 -3.60621
C 2.69778 -2.32723 -3.40865
C 3.27948 -1.77681 -2.16744
C 4.50899 -1.13095 -2.23431
C 5.03138 -0.61942 -1.05629
N 4.41094 -0.77136 0.11212
C 3.27308 -1.44834 0.07471
N 2.65042 -1.92875 -0.99046
H -1.56716 -5.79022 -1.56514
H -2.21167 -3.97023 -0.00216
H 0.43465 -1.36141 -1.77361
H 0.20065 -5.35315 -3.26362
H 1.40993 -3.41897 -4.59952
H 3.33941 -2.20252 -4.27295
H 5.04111 -1.02597 -3.16867
H 5.96914 -0.07741 -1.04526
H 2.79090 -1.62373 1.03241
C -0.58453 0.39340 -3.49902
C 0.57602 0.82666 -2.84992
C 0.56862 1.09031 -1.49482
C -0.63776 1.00855 -0.74705
C -1.80333 0.59375 -1.43942
C -1.76258 0.24715 -2.79094
Si -0.78187 1.81924 0.91294
C 0.70507 1.99801 1.91719
C 1.84383 1.19802 1.68495
C 3.00374 1.39054 2.40745
C 3.04912 2.39270 3.37427
C 1.94562 3.20149 3.61038
C 0.77836 3.01428 2.88828
C -2.36446 2.57039 1.34223
C -3.23970 3.08602 0.36944
C -4.43098 3.67598 0.75197
C -4.76685 3.75073 2.09897
C -3.91154 3.24756 3.07285
C -2.71210 2.66744 2.70294
H -0.56229 0.19260 -4.56225
H 1.49007 0.95691 -3.41305
H 1.47424 1.44755 -1.02622
H -2.78164 0.68820 -0.98457
H -2.67152 -0.05428 -3.29287
H 1.82696 0.41914 0.93439
H 3.87136 0.77518 2.20614
H 3.95786 2.55071 3.93944
H 2.00001 3.98893 4.34860
H -0.06132 3.67402 3.06058
H -2.97675 3.06335 -0.68082
H -5.09195 4.09079 0.00419
H -5.69676 4.21655 2.39470
H -4.17867 3.32612 4.11766
H -2.04646 2.28389 3.46690

Cartesian forces (eV/Å) of the 6 atoms listed first:
Tc -0.2 0.2 0.0
Se 0.1 0.4 0.0
Sb -0.1 -0.1 0.1
Se -0.2 -0.2 0.2
Se 0.2 0.0 0.2
Se 0.0 -0.3 -0.2

---

C4H10N3 | ωB97M-V with the def2-TZVPD basis set

The relative energy (zero: lowest compared OMol25 entry of this formula, charge and spin) comes out at 109.6 kcal/mol. As for the total charge: +1. The LUMO energy (spin up / spin down) comes out at -5.41 / -5.41 eV. For the energy, the calculation gives -322.2860 hartree. As for the SMILES: [H]/N=[N+](\NC)C(=C)C. Its HOMO-LUMO gap (spin up / spin down) is 9.343 / 9.342 eV.

Positions of all 17 atoms, in Å:
H -1.38589 1.87700 -0.69877
N -0.40067 1.58044 -0.88178
N -0.12946 0.54939 -0.26008
N -1.05878 -0.37523 0.32937
C -2.43437 -0.06683 0.45626
C 1.22247 0.13166 -0.16079
C 2.09628 1.13904 0.01538
C 1.56235 -1.30498 -0.24811
H -0.76563 -1.09308 0.93563
H -2.65407 0.63852 -0.26946
H -3.03385 -0.89659 0.09434
H -2.81555 0.22314 1.33940
H 1.73055 2.13138 0.20647
H 3.12104 0.90812 0.04297
H 0.91830 -1.95782 0.37919
H 2.56168 -1.73611 0.03905
H 1.46559 -1.74806 -1.31907

Cartesian forces (eV/Å) of the 6 atoms listed first:
H 0.6 -0.4 -0.4
N -0.9 0.2 0.9
N -2.4 -2.4 1.4
N 0.8 2.3 -1.4
C 0.2 -1.6 -3.2
C 2.5 0.8 0.2

---

C3H6ClNO | ωB97M-V with the def2-TZVPD basis set

The relative energy (zero: lowest compared OMol25 entry of this formula, charge and spin) comes out at 141.0 kcal/mol. The LUMO energy (spin up / spin down) comes out at 0.41 / -4.08 eV. For the energy, the calculation gives -707.8894 hartree. Its HOMO-LUMO gap (spin up / spin down) is 11.330 / 5.030 eV.

Positions of all 12 atoms, in Å:
C 0.14264 -1.17136 0.09779
C -0.13842 -0.79544 -1.31832
C 0.33427 -0.03712 1.09380
N -0.53753 -2.31558 0.48726
O 0.76680 -2.44304 0.25446
Cl 2.80168 0.70399 -0.32182
H -0.96158 -0.20074 -1.33196
H -0.32091 -1.60880 -2.06864
H 0.78570 -0.21704 -1.58877
H 1.03072 0.82334 0.81758
H 0.86986 -0.38117 2.00891
H -0.75510 0.28402 1.45757

Cartesian forces (eV/Å) of the 6 atoms listed first:
C -0.5 0.6 -0.7
C 3.6 -0.9 -1.0
C -0.8 -0.1 1.8
N -2.0 -1.0 1.3
O 1.8 0.0 0.0
Cl 0.3 0.1 0.0

---

C5H11N3 | ωB97M-V with the def2-TZVPD basis set

The relative energy (zero: lowest compared OMol25 entry of this formula, charge and spin) comes out at 40.2 kcal/mol. The LUMO energy comes out at 1.05 eV. For the energy, the calculation gives -361.3254 hartree. As for the SMILES: [H]/N=C(\N)N1[C@@H](C)[C@@H]1C. Its HOMO-LUMO gap is 10.220 eV.

Positions of all 19 atoms, in Å:
H 1.51271 -2.36294 0.92290
N 1.06013 -1.44154 0.82915
C 0.43237 -1.25829 -0.23443
N 0.11935 -2.21098 -1.19599
N 0.01279 0.07837 -0.72866
C 0.38223 1.20093 0.17205
C 0.75471 2.50834 -0.42006
C -1.04486 0.79937 0.03178
C -1.60270 0.25610 1.37878
H 0.46820 -3.13914 -0.96319
H -0.60604 -1.98961 -1.88097
H 0.91247 0.96908 1.12547
H 0.27248 2.64103 -1.34973
H 0.65084 3.35649 0.18894
H 1.90934 2.55270 -0.62155
H -1.66575 1.41703 -0.55431
H -2.11565 -0.63906 1.36571
H -2.35999 0.92909 1.70725
H -0.85498 0.24567 2.15920

Cartesian forces (eV/Å) of the 6 atoms listed first:
H -0.7 0.4 0.0
N 1.4 -0.1 1.0
C -1.2 0.8 -2.3
N 0.3 0.4 0.7
N 0.5 -0.5 1.4
C -0.5 0.2 0.4

---

C5H8NPS | ωB97M-V with the def2-TZVPD basis set

The relative energy (zero: lowest compared OMol25 entry of this formula, charge and spin) comes out at 56.9 kcal/mol. The LUMO energy comes out at 0.76 eV. For the energy, the calculation gives -989.4948 hartree. Its HOMO-LUMO gap is 9.656 eV.

Positions of all 16 atoms, in Å:
C 1.89769 0.72679 0.26331
C 1.55713 2.02714 0.26640
C 0.68041 -0.08842 -0.05068
C -0.33706 0.78025 -0.36127
C 0.69119 -1.61113 -0.06830
N -2.13210 0.41351 -0.78470
P -2.98012 -0.56019 0.25704
S -0.01934 2.45642 -0.28613
H 2.86828 0.13474 0.40623
H 2.25003 2.81908 0.22011
H 0.93381 -1.98645 -1.02625
H 1.50420 -1.89141 0.52325
H -0.23795 -2.01984 0.24085
H -2.09990 0.02165 -1.62554
H -2.59548 0.30004 1.44286
H -1.98079 -1.52216 0.58282

Cartesian forces (eV/Å) of the 6 atoms listed first:
C -1.4 -2.8 -0.2
C 1.0 0.9 -0.9
C 0.2 1.0 -0.3
C -4.1 -1.9 -1.0
C -0.3 2.1 -0.4
N 4.7 3.4 4.0

---

C37H38BrCl3FLaN12O4 | ωB97M-V with the def2-TZVPD basis set

As for the total charge: +2. The LUMO energy comes out at -4.69 eV. For the energy, the calculation gives -6476.4535 hartree. Its HOMO-LUMO gap is 5.786 eV.

Positions of all 97 atoms, in Å:
La -1.52819 0.70131 -2.42873
C -6.11276 -0.78005 -0.22581
N -5.09841 -1.78639 -0.36922
C -5.32823 -3.05411 0.29227
C -4.11724 -1.61057 -1.26623
N -3.82891 -0.49475 -1.82100
N -3.37099 -2.76142 -1.53242
C -2.20953 -2.93528 -2.28139
N -1.97199 -4.18336 -2.71574
N -1.45822 -1.90346 -2.59115
H -6.90035 -1.19127 0.40550
H -6.55445 -0.51927 -1.20080
H -5.66154 0.12536 0.22809
H -4.39048 -3.35313 0.78249
H -5.60782 -3.76138 -0.54913
H -6.08268 -2.94844 1.03699
H -4.33293 0.30791 -1.46666
H -3.76699 -3.60755 -1.12652
H -2.57890 -4.93062 -2.36039
H -1.24966 -4.49359 -3.34825
H -0.72417 -2.21723 -3.20238
C -1.66550 3.58974 5.20004
C -0.52424 3.90451 4.27377
N -0.37296 2.89966 3.19034
C -1.03041 3.11575 2.04626
C -1.20638 2.19078 1.06278
C -1.81263 2.49023 -0.26728
O -2.98401 2.15650 -0.55548
O -0.93721 2.72160 -1.15214
C -0.73144 0.85245 1.19055
O -0.84874 0.02735 0.25979
C -0.05144 0.59122 2.47479
C 0.45363 -0.66623 2.75726
C 0.98435 -0.90680 3.99215
F 1.43755 -2.15775 4.25179
C 1.07337 0.06694 5.01449
C 0.60337 1.33889 4.76052
C 0.05989 1.66057 3.51107
N 1.60506 -0.26722 6.28436
C 1.11384 -1.56408 6.87533
C 1.07783 -1.34141 8.36761
N 2.15347 -0.37808 8.80718
C 3.41157 -0.56853 7.92214
C 3.06159 -0.11736 6.49747
H -1.66775 4.28546 6.01916
H -1.55525 2.55116 5.63603
H -2.61857 3.64205 4.69453
H 0.38748 3.87416 4.87040
H -0.66875 4.96654 3.86169
H -1.32403 4.13260 1.94338
H 0.35774 -1.46809 2.04649
H 0.67611 2.02122 5.61556
H 1.80594 -2.33709 6.59403
H 0.10221 -1.73643 6.47491
H 1.10795 -2.17919 9.03060
H 0.12645 -0.87022 8.63393
H 2.50895 -0.56058 9.74409
H 1.81846 0.59597 8.65255
H 3.68976 -1.62094 7.89251
H 4.24922 0.03045 8.33590
H 3.62018 -0.76672 5.79950
H 3.39360 0.94685 6.36256
Br 2.55110 -4.57172 -8.54122
C 3.44351 -3.06194 -7.80936
C 3.99145 -2.08464 -8.65926
C 4.72359 -1.08343 -8.09930
C 4.81487 -0.96445 -6.71955
C 4.40658 -2.00373 -5.91357
C 3.76016 -3.06570 -6.43377
N 5.58957 0.06543 -6.07463
N 4.93261 0.86509 -5.35494
C 3.51000 0.72195 -5.21768
C 2.56756 0.62873 -6.22908
C 1.24197 0.60791 -6.00243
C 0.70146 0.65036 -4.66545
O -0.58019 0.68138 -4.41959
C 1.66909 0.59314 -3.60214
N 1.10996 0.56192 -2.35848
C 1.92529 0.67571 -1.31977
C 3.30994 0.84927 -1.50644
C 3.88566 0.82080 -2.78543
C 3.04489 0.66080 -3.88845
H 3.84986 -2.18827 -9.73945
H 5.28241 -0.41551 -8.73321
H 4.72113 -1.91063 -4.83631
H 3.60353 -3.88884 -5.88332
H 2.87034 0.46989 -7.23125
H 0.50102 0.62284 -6.75172
H 1.45998 0.57487 -0.35876
H 3.93485 1.04612 -0.60588
H 4.96756 0.84605 -2.93366
Cl -4.42897 5.69964 -2.69910
C -5.20078 4.25730 -3.34855
Cl -5.76470 4.55701 -4.95480
Cl -6.50305 3.68497 -2.30293
C -4.26430 3.14465 -3.54833
N -3.63375 2.20435 -3.70429

Cartesian forces (eV/Å) of the 6 atoms listed first:
La -1.2 -0.3 1.2
C 0.0 0.9 -0.1
N -0.4 -0.3 0.5
C 1.1 -0.7 -1.8
C 0.9 0.2 0.1
N 0.7 0.5 -0.6

---

C4H4O3 | ωB97M-V with the def2-TZVPD basis set

The relative energy (zero: lowest compared OMol25 entry of this formula, charge and spin) comes out at 115.5 kcal/mol. The LUMO energy (spin up / spin down) comes out at -0.24 / -0.24 eV. For the energy, the calculation gives -380.3630 hartree. Its HOMO-LUMO gap (spin up / spin down) is 9.015 / 9.016 eV.

Positions of all 11 atoms, in Å:
O -1.36297 -2.73026 0.18968
C -0.77080 -1.73729 0.25925
O 0.76712 -1.50098 -0.82273
C 1.22699 -0.40939 -0.21109
C 0.08199 0.38345 0.34418
C -0.90794 1.37036 -0.02348
O 0.06218 1.46682 1.08417
H 1.57868 0.41432 -0.88002
H 2.00395 -0.53563 0.57079
H -1.92119 1.19282 0.31913
H -0.75799 2.08577 -0.82988

Cartesian forces (eV/Å) of the 6 atoms listed first:
O 1.0 1.7 0.1
C 0.1 -0.6 -0.4
O -0.5 -0.2 0.3
C -0.1 0.3 0.1
C -0.3 -0.1 0.1
C -0.3 0.0 -0.1

---

C7H12N | ωB97M-V with the def2-TZVPD basis set

The relative energy (zero: lowest compared OMol25 entry of this formula, charge and spin) comes out at 75.8 kcal/mol. As for the total charge: +1. The LUMO energy comes out at -4.25 eV. For the energy, the calculation gives -328.3079 hartree. As for the SMILES: C=CCC(C)=[N+]1CC1. Its HOMO-LUMO gap is 9.803 eV.

Positions of all 20 atoms, in Å:
C 2.21322 -1.35055 0.56693
C 2.02856 -0.17887 -0.00776
C 0.99478 0.17008 -1.07521
C -0.18417 0.67468 -0.31722
C 0.03757 1.99243 0.36292
N -1.24680 -0.05782 -0.26150
C -1.57262 -1.48210 -0.27052
C -2.44744 -0.36831 0.34250
H 1.58755 -2.28737 0.23562
H 3.04268 -1.57546 1.23976
H 2.61840 0.55677 0.36263
H 1.46763 1.03165 -1.75134
H 0.61643 -0.61809 -1.60168
H -0.35816 1.76156 1.43419
H -0.61787 2.70914 -0.18668
H 1.02059 2.35055 0.41837
H -1.97178 -1.83240 -1.27383
H -1.08072 -2.27217 0.28754
H -3.28576 0.04438 -0.15010
H -2.64167 -0.35937 1.34848

Cartesian forces (eV/Å) of the 6 atoms listed first:
C -1.2 -2.9 -1.1
C -1.4 -2.0 -0.7
C 1.4 3.1 0.8
C 1.4 0.8 -0.2
C -4.1 -1.2 1.4
N 3.1 0.0 0.3

---

energy of number 7 (C4H4O3)?
-380.3630 hartree

---

Which of these has the highest energy?
C4H10N3